1.
This record from the OMol25 dataset describes C31H32GeN8O4Pd as an isolated structure at a distorted geometry. The level of theory is ωB97M-V with the def2-TZVPD basis set.

Computed properties:
- ΔE to the lowest compared entry with this formula, charge and spin: 97.0 kJ/mol
- Net charge: 0
- E_LUMO (spin up / spin down): -0.46 / -0.46 eV
- Spin multiplicity: 1
- M: 759.679 Da
- Frontier orbital gap (spin up / spin down): 0.274 / 0.274 Ha

Atoms and positions in Å:
Pd: 0.1751 0.0882 -0.4044
C: -2.1329 0.3317 4.8943
N: -1.1253 0.0675 3.8866
C: -1.1701 0.3053 2.5692
N: -0.0335 -0.0585 2.0220
C: 0.6923 -0.5274 3.0664
N: 0.0655 -0.4630 4.2197
C: -1.9980 1.6968 5.5360
C: -1.7106 1.8116 6.8894
C: -1.6431 3.0611 7.4912
C: -1.8577 4.2080 6.7501
C: -2.1255 4.1016 5.3871
C: -2.1926 2.8482 4.7848
C: -2.3540 5.3030 4.5958
N: -2.7616 6.4652 4.9930
N: -2.8310 7.2651 3.8810
C: -2.4724 6.5413 2.8715
O: -2.1558 5.2789 3.2575
C: -2.3316 6.9047 1.4678
C: -3.0073 7.9869 0.9170
C: -2.8308 8.2772 -0.4259
C: -1.9923 7.5046 -1.2159
C: -1.3042 6.4278 -0.6668
C: -0.3626 5.6009 -1.5244
N: 0.0833 4.4084 -0.8439
C: -0.6065 3.2785 -0.6307
N: 0.0456 2.5172 0.2259
C: 1.1653 3.2422 0.4932
N: 1.2211 4.3990 -0.1231
C: -1.4793 6.1366 0.6752
H: -2.0384 -0.4417 5.6525
H: -3.1076 0.2388 4.4149
H: -2.0285 0.6915 2.0444
H: 1.6869 -0.9294 2.9720
H: -1.5399 0.9187 7.4786
H: -1.4171 3.1370 8.5468
H: -1.8163 5.1895 7.2028
H: -2.4066 2.7800 3.7241
H: -3.6641 8.5800 1.5390
H: -3.3595 9.1115 -0.8682
H: -1.8712 7.7427 -2.2665
H: 0.5269 6.1815 -1.7649
H: -0.8511 5.3142 -2.4558
H: -1.5530 3.0484 -1.0929
H: 1.9323 2.9101 1.1736
H: -0.9494 5.3167 1.1397
C: 1.9450 1.6919 -2.6015
Ge: 2.6719 0.0134 -1.8400
C: 4.6428 0.0788 -2.0487
C: 1.8079 -1.4428 -2.8587
C: 2.1578 -0.2852 0.0109
H: 2.2761 1.8026 -3.6347
H: 2.2738 2.5681 -2.0415
H: 0.8527 1.6537 -2.5935
H: 4.9369 0.1810 -3.0930
H: 5.1022 -0.8214 -1.6397
H: 5.0252 0.9367 -1.4937
H: 1.9568 -1.3274 -3.9319
H: 0.7336 -1.4084 -2.6521
H: 2.1787 -2.4238 -2.5601
H: 2.5781 0.3693 0.7717
H: 2.2269 -1.3319 0.3103
O: -4.1606 -0.5547 1.3415
C: -4.7168 -0.1235 0.1718
C: -6.0952 0.0453 0.0697
C: -6.6620 0.5450 -1.0894
C: -5.8551 0.8937 -2.1618
C: -4.4853 0.7222 -2.0591
C: -3.8953 0.1991 -0.9106
C: -2.4014 -0.0003 -0.9168
O: -1.7180 0.7848 -1.6398
O: -1.8852 -0.9114 -0.2317
H: -4.8643 -0.8597 1.9210
H: -6.7264 -0.2123 0.9144
H: -7.7355 0.6743 -1.1444
H: -6.2917 1.2976 -3.0656
H: -3.8263 0.9761 -2.8781

***

2.
This record from the OMol25 dataset describes C23H17N4O7S2V as an isolated structure at a distorted geometry. The level of theory is ωB97M-V with the def2-TZVPD basis set.

Computed properties:
- ΔE to the lowest compared entry with this formula, charge and spin: 0.0 kJ/mol
- Net charge: +2
- E_LUMO: -8.58 eV
- Spin multiplicity: 1
- M: 576.488 Da
- Frontier orbital gap: 0.169 Ha

Atoms and positions in Å:
V: 0.5480 0.9169 -1.2807
C: 1.6187 -0.1367 2.7709
C: 1.5403 -0.1419 1.2352
N: 1.0449 0.8736 0.6010
N: 0.3682 1.7731 1.3896
C: 0.0719 2.9121 0.7935
S: 0.4199 3.1583 -0.8926
S: -0.5961 4.1440 1.8290
C: 0.7939 4.3863 3.0667
C: 1.0901 3.4858 4.2048
C: 0.2066 3.2614 5.2623
C: 0.5898 2.6360 6.4396
C: 1.9316 2.3047 6.5739
C: 2.8012 2.5038 5.5302
C: 2.4177 3.0852 4.3453
C: 2.0281 -1.3077 0.3995
C: 2.6184 -2.4706 1.0612
C: 2.9668 -3.6527 0.3804
C: 2.9318 -3.7161 -0.9760
C: 2.4968 -2.5397 -1.6508
C: 2.0768 -1.3578 -0.9947
O: 1.7322 -0.2502 -1.6754
H: 2.0355 -1.0187 3.2048
H: 0.5772 -0.0403 3.0618
H: 2.0948 0.7459 3.1335
H: 0.4518 5.3705 3.4642
H: 1.7501 4.6282 2.4975
H: -0.8351 3.5964 5.0747
H: -0.1404 2.3660 7.1928
H: 2.3197 1.9162 7.5237
H: 3.8171 2.1660 5.6980
H: 3.1386 3.2398 3.6093
H: 2.7285 -2.4657 2.1363
H: 3.3679 -4.4496 0.9815
H: 3.1094 -4.6258 -1.5325
H: 2.3899 -2.5364 -2.7154
O: -5.0596 -3.1235 -1.3157
C: -4.5358 -2.6759 -2.2116
O: -0.8518 0.2431 -1.1086
C: -4.0031 -2.0858 -3.3750
C: -4.6899 -2.3966 -4.5769
C: -4.1271 -1.9627 -5.7619
C: -2.8667 -1.3283 -5.7562
C: -2.2590 -1.0126 -4.5933
C: -2.7715 -1.3602 -3.3573
N: -0.9669 -0.3884 -4.6673
O: -0.3776 -0.5996 -5.7035
O: -0.6122 0.2397 -3.6744
N: -4.8662 -2.2875 -7.0085
O: -5.9177 -2.9151 -6.8425
O: -4.3217 -2.0089 -8.0525
H: -5.5948 -2.9520 -4.6329
H: -2.4260 -1.0156 -6.6819
H: -2.2551 -1.1302 -2.4229

***

3.
This record from the OMol25 dataset describes one molecule with the formula C4H6N2O. The level of theory is ωB97M-V with the def2-TZVPD basis set.

Computed properties:
- ΔE to the lowest compared entry with this formula, charge and spin: 132.3 kJ/mol
- Net charge: 0
- E_LUMO: 0.87 eV
- Spin multiplicity: 1
- M: 98.105 Da
- Frontier orbital gap: 0.393 Ha

Atoms and positions in Å:
O: 1.5004 0.2369 2.1873
C: 0.7933 0.1195 1.2189
N: -0.5825 0.2231 1.1865
C: -1.1991 -0.3491 0.0058
C: 0.0535 -0.5995 -0.8404
C: 0.8152 0.6099 -1.1856
N: 1.2611 -0.2383 -0.0825
H: -1.0804 0.4129 2.0405
H: -1.9036 0.3571 -0.4606
H: -1.7498 -1.2782 0.2084
H: 0.2555 -1.5664 -1.2712
H: 1.4564 0.6427 -2.0604
H: 0.3576 1.5563 -0.9010

***

4.
This record from the OMol25 dataset describes a 2-piece molecular cluster, C4H11NO overall. The level of theory is ωB97M-V with the def2-TZVPD basis set.

Computed properties:
- ΔE to the lowest compared entry with this formula, charge and spin: 22.3 kJ/mol
- Net charge: 0
- E_LUMO: 0.78 eV
- Spin multiplicity: 1
- M: 89.138 Da
- Frontier orbital gap: 0.389 Ha

Atoms and positions in Å:
C: -1.2958 -0.3426 -2.1391
C: -1.8228 -1.4368 -1.2337
N: -1.4144 -1.3858 0.0650
O: -2.5345 -2.3291 -1.6446
H: -2.1745 0.2188 -2.4860
H: -0.8993 -0.8391 -3.0254
H: -0.5903 0.3254 -1.6587
H: -1.6725 -2.1529 0.6680
H: -1.0372 -0.5568 0.4863
C: 1.7595 0.6912 0.7073
C: 1.5843 1.4022 2.0484
H: 2.3754 1.2424 -0.0032
H: 2.2733 -0.2656 0.8236
H: 0.8102 0.5685 0.1920
H: 2.2196 2.2866 2.1168
H: 0.5757 1.7905 2.1834
H: 1.8431 0.7830 2.9000

***

5.
This record from the OMol25 dataset describes an isolated ion of composition C4H8ClN2O and charge +1 at a distorted geometry. The level of theory is ωB97M-V with the def2-TZVPD basis set.

Computed properties:
- ΔE to the lowest compared entry with this formula, charge and spin: 60.3 kJ/mol
- Net charge: +1
- E_LUMO: -5.46 eV
- Spin multiplicity: 1
- M: 135.574 Da
- Frontier orbital gap: 0.332 Ha

Atoms and positions in Å:
C: 1.9234 -1.0336 -0.2623
N: 0.7434 -0.0621 0.0359
C: 0.6842 0.4065 1.3849
C: -0.2497 -0.1440 -0.8449
O: -0.4804 -0.7238 -1.8875
N: -1.3672 0.6744 -0.2886
C: -2.4982 0.4987 -0.9226
Cl: -3.8805 1.3042 -0.4925
H: 1.9210 -1.9199 0.3454
H: 1.8852 -1.2094 -1.2723
H: 2.8657 -0.4888 0.1082
H: 1.7702 0.6355 1.7393
H: 0.0506 1.2741 1.5373
H: 0.2505 -0.2879 2.1535
H: -1.2023 1.2807 0.4773
H: -2.4158 -0.2045 -1.8110

***

6.
This record from the OMol25 dataset describes a 6-piece molecular cluster, C38H81BrN overall. The level of theory is ωB97M-V with the def2-TZVPD basis set.

Computed properties:
- Net charge: +1
- E_LUMO: -4.19 eV
- Spin multiplicity: 1
- M: 631.977 Da
- Frontier orbital gap: 0.287 Ha

Atoms and positions in Å:
C: -0.0364 4.6814 3.1341
C: -0.3520 5.8023 2.1226
C: -0.8421 5.2404 0.8006
Br: -1.8520 6.5386 -0.2392
C: 0.1870 4.5701 -0.0661
C: 1.4619 4.2090 0.3418
C: 2.2937 3.4965 -0.5187
C: 1.8423 3.1493 -1.7866
C: 0.5765 3.5531 -2.1675
N: -0.1936 4.2416 -1.3157
H: -0.4251 4.9521 4.1071
H: -0.5363 3.7774 2.7943
H: 1.0241 4.4845 3.2411
H: 0.4605 6.5133 1.9973
H: -1.1837 6.3728 2.5226
H: -1.5693 4.4673 1.0439
H: 1.8219 4.4606 1.3215
H: 3.2718 3.2136 -0.1659
H: 2.4730 2.5772 -2.4468
H: 0.1842 3.3249 -3.1457
H: -1.1179 4.5108 -1.6394
C: 0.6462 0.5972 2.3260
C: -0.6276 -0.2054 2.5715
C: -1.5078 0.3798 3.6745
C: -0.8592 0.4307 5.0588
C: -0.3785 -0.9180 5.5918
C: -1.5019 -1.9344 5.7728
H: 1.2912 0.6158 3.2053
H: 1.2214 0.1657 1.5042
H: 0.4000 1.6310 2.0607
H: -0.3672 -1.2409 2.8012
H: -1.2102 -0.2372 1.6458
H: -2.4362 -0.1943 3.7267
H: -1.8017 1.3981 3.3920
H: -1.5825 0.8527 5.7630
H: -0.0152 1.1277 5.0439
H: 0.1081 -0.7527 6.5558
H: 0.3888 -1.3337 4.9325
H: -2.2635 -1.5550 6.4569
H: -1.1139 -2.8652 6.1887
H: -1.9861 -2.1766 4.8252
C: 4.1149 1.8453 -8.1134
C: 2.7017 2.3577 -8.3776
C: 2.2868 3.5029 -7.4552
C: 2.2565 3.1436 -5.9699
C: 1.3480 1.9683 -5.6129
C: -0.1251 2.2138 -5.9267
H: 4.2155 1.4312 -7.1079
H: 4.3763 1.0557 -8.8180
H: 4.8467 2.6475 -8.2243
H: 1.9915 1.5300 -8.2971
H: 2.6400 2.7096 -9.4095
H: 1.3044 3.8709 -7.7639
H: 2.9766 4.3404 -7.5935
H: 1.9366 4.0289 -5.4053
H: 3.2720 2.9213 -5.6277
H: 1.4519 1.7639 -4.5402
H: 1.6822 1.0621 -6.1227
H: -0.4947 3.0968 -5.3944
H: -0.7302 1.3593 -5.6177
H: -0.3014 2.3694 -6.9904
C: -3.9045 -5.5354 6.4923
C: -3.0484 -5.1689 7.7012
C: -1.6572 -5.7996 7.6741
C: -1.6422 -7.3288 7.6997
C: -2.3529 -7.9585 8.8965
C: -1.7299 -7.5863 10.2388
H: -4.0941 -6.6082 6.4416
H: -4.8726 -5.0345 6.5383
H: -3.4148 -5.2330 5.5636
H: -3.5729 -5.4462 8.6190
H: -2.9339 -4.0817 7.7334
H: -1.0780 -5.4149 8.5184
H: -1.1329 -5.4639 6.7728
H: -0.6004 -7.6644 7.6898
H: -2.0890 -7.7144 6.7791
H: -2.3232 -9.0449 8.7820
H: -3.4108 -7.6823 8.8949
H: -0.6802 -7.8843 10.2758
H: -2.2481 -8.0876 11.0571
H: -1.7843 -6.5129 10.4264
C: 4.1741 -2.4513 -4.9785
C: 2.9538 -1.8893 -4.2552
C: 3.2202 -0.5516 -3.5691
C: 4.2784 -0.5839 -2.4647
C: 3.9896 -1.5598 -1.3263
C: 2.7074 -1.2366 -0.5638
H: 4.9937 -2.6586 -4.2893
H: 3.9264 -3.3862 -5.4812
H: 4.5354 -1.7508 -5.7343
H: 2.5870 -2.6198 -3.5296
H: 2.1471 -1.7500 -4.9802
H: 2.2768 -0.1722 -3.1586
H: 3.5338 0.1776 -4.3250
H: 4.3764 0.4254 -2.0455
H: 5.2525 -0.8197 -2.8998
H: 4.8305 -1.5369 -0.6291
H: 3.9407 -2.5817 -1.7088
H: 2.7511 -0.2274 -0.1426
H: 2.5605 -1.9344 0.2612
H: 1.8269 -1.2996 -1.2059
C: -2.7199 1.9339 -0.7307
C: -2.3145 0.7416 -1.5904
C: -1.7238 1.1472 -2.9406
C: -2.6672 1.9306 -3.8556
C: -3.9763 1.2175 -4.1880
C: -3.7769 -0.0956 -4.9389
H: -3.5078 2.5265 -1.1978
H: -3.0882 1.6086 0.2431
H: -1.8548 2.5867 -0.5602
H: -3.1745 0.0840 -1.7305
H: -1.5667 0.1534 -1.0517
H: -1.3744 0.2502 -3.4574
H: -0.8262 1.7568 -2.7639
H: -2.1383 2.1533 -4.7880
H: -2.8983 2.9015 -3.4031
H: -4.5861 1.8864 -4.7993
H: -4.5495 1.0349 -3.2750
H: -3.2360 0.0687 -5.8729
H: -4.7377 -0.5469 -5.1854
H: -3.2180 -0.8219 -4.3466

***

7.
This record from the OMol25 dataset describes C8H9O5PZn as an isolated structure at a distorted geometry. The level of theory is ωB97M-V with the def2-TZVPD basis set.

Computed properties:
- Net charge: +2
- E_LUMO: -8.88 eV
- Spin multiplicity: 1
- M: 281.519 Da
- Frontier orbital gap: 0.315 Ha

Atoms and positions in Å:
O: -0.3806 4.6538 -2.1032
C: -0.4657 3.8071 -1.3433
Zn: 0.1305 -1.1627 -1.4677
O: 0.0648 0.3073 -4.5553
C: 0.1556 -0.3729 -3.6394
C: -0.0710 -3.3413 -1.2770
O: -0.2002 -4.4774 -1.2283
C: -1.8095 -0.3020 -1.4415
O: -2.7429 0.3092 -1.7337
C: 2.0798 -0.4177 -1.2986
O: 3.0146 0.2297 -1.4831
C: 0.6014 -1.4556 1.8771
P: 0.0210 -0.1128 0.7903
C: -1.5780 0.3103 1.5538
C: 1.0274 1.2888 1.3859
H: 0.0770 -2.3872 1.6409
H: 0.4251 -1.1971 2.9288
H: 1.6740 -1.6149 1.7185
H: -1.4547 0.4568 2.6382
H: -1.9706 1.2289 1.1010
H: -2.3018 -0.4964 1.3935
H: 0.9231 1.3879 2.4755
H: 2.0838 1.1350 1.1481
H: 0.6969 2.2233 0.9194

***

8.
This record from the OMol25 dataset describes a 3-piece molecular cluster, C3H8O5 overall. The level of theory is ωB97M-V with the def2-TZVPD basis set.

Computed properties:
- ΔE to the lowest compared entry with this formula, charge and spin: 257.9 kJ/mol
- Net charge: 0
- E_LUMO: -1.55 eV
- Spin multiplicity: 1
- M: 124.092 Da
- Frontier orbital gap: 0.309 Ha

Atoms and positions in Å:
C: 1.4147 -0.0301 -0.0232
C: 1.5748 1.1596 0.8014
O: -0.1647 0.8183 -1.5804
O: -0.9778 1.7122 -0.8031
H: -1.1189 1.1657 0.0048
H: 1.7521 -0.0052 -1.0469
H: 1.3409 -0.9999 0.4409
H: 1.1593 2.0413 0.3090
H: 1.1572 1.0355 1.7966
H: 2.6620 1.3321 0.8763
C: -1.3661 -1.3208 0.1104
O: -1.4403 -1.3714 -1.1340
O: -2.0372 -2.2402 0.8496
O: -0.7047 -0.4743 0.7930
H: -2.5283 -2.7928 0.2252
H: -0.7228 -0.0300 -1.6194

***

9.
This record from the OMol25 dataset describes a 3-piece molecular cluster, C19H33IN3O2 overall at a distorted geometry. The level of theory is ωB97M-V with the def2-TZVPD basis set.

Computed properties:
- Net charge: +1
- E_LUMO: -4.36 eV
- Spin multiplicity: 1
- M: 462.396 Da
- Frontier orbital gap: 0.259 Ha

Atoms and positions in Å:
C: -3.8600 -2.9539 4.2743
C: -4.5998 -2.4369 3.3072
C: -5.2954 -1.7608 1.9942
N: -4.7111 -0.3697 1.9084
C: -3.4392 -0.2877 1.4796
N: -2.6339 0.9750 1.3676
C: -2.4021 1.4994 -0.0019
C: -1.0643 1.5538 -0.5920
C: -1.3966 0.5563 2.1546
C: -1.2601 -1.0344 1.7431
N: -2.5531 -1.4156 1.0918
C: -2.5353 -1.8272 -0.3468
C: -2.3299 -3.4079 -0.6133
C: -0.7353 -3.8212 -0.7053
I: -3.2021 -4.7250 0.8890
H: -3.0789 -3.2925 5.0535
H: -5.0074 -2.3332 1.0400
H: -6.4401 -1.7851 2.0766
H: -5.2184 0.4888 2.1777
H: -3.2529 1.8681 -0.6998
H: -0.1429 1.8566 0.0481
H: -0.8689 1.2992 -1.7089
H: -1.8015 0.6631 3.2426
H: -0.4545 1.2040 2.0635
H: -0.2718 -1.1259 1.1637
H: -1.3258 -1.5785 2.7645
H: -3.5048 -1.5089 -0.9175
H: -1.6668 -1.2898 -0.9165
H: -2.7978 -3.6868 -1.6384
H: -0.0611 -2.9316 -0.9803
H: -0.6572 -4.7251 -1.4102
H: -0.4867 -4.2298 0.3631
C: 2.7422 3.0099 -4.0186
C: 3.2608 1.6257 -4.3295
C: 2.7937 0.8351 -3.1245
O: 1.5769 1.4475 -2.6708
C: 1.4221 2.7081 -3.3401
H: 2.6327 3.6460 -4.8990
H: 3.4177 3.5101 -3.3161
H: 2.7790 1.2442 -5.2363
H: 4.3420 1.5834 -4.4737
H: 3.5204 0.8895 -2.3073
H: 2.6110 -0.2167 -3.3589
H: 0.6149 2.6007 -4.0730
H: 1.1365 3.4762 -2.6169
C: 3.6058 0.7420 2.3944
C: 2.6141 1.5479 1.5881
C: 3.4580 2.0049 0.4158
O: 4.4454 0.9895 0.1935
C: 4.4371 0.0882 1.3092
H: 3.1409 0.0195 3.0684
H: 4.2319 1.4139 2.9912
H: 1.8057 0.8963 1.2354
H: 2.1676 2.3773 2.1414
H: 3.9833 2.9383 0.6440
H: 2.8683 2.1499 -0.4934
H: 3.9854 -0.8527 0.9760
H: 5.4625 -0.1115 1.6286

***

Q: What is the M in the sixth record?
A: 631.977 Da